Below is C44H92N4O28 as an isolated structure in a non-equilibrium geometry, with properties calculated with ωB97M-V/def2-TZVPD.

Energy above the lowest of the compared OMol25 structures with the same formula, charge and spin = 92.6849 eV
HOMO energy = -6.406 eV
Orbital gap = 4.78 eV
E_LUMO = -1.630 eV

The geometry in ORCA input format:
```
! RIJCOSX wB97M-V def2-TZVPD def2/J DEFGRID3
* xyz 0 1
C -1.522 -3.138 -1.479
N -0.613 -2.110 -0.963
O 0.396 -2.402 -0.322
O -0.934 -0.916 -1.051
H -1.920 -3.677 -0.619
H -1.055 -3.910 -2.090
H -2.361 -2.580 -1.896
C -1.648 2.798 -3.055
N -0.404 2.167 -3.535
O -0.437 1.423 -4.509
O 0.583 2.410 -2.816
H -1.702 3.832 -3.395
H -1.597 2.777 -1.966
H -2.465 2.219 -3.485
C -1.907 2.848 0.734
N -3.315 2.527 1.022
O -3.688 1.385 0.741
O -4.020 3.460 1.413
H -1.414 1.897 0.934
H -1.603 3.510 1.545
H -1.691 3.378 -0.193
C 1.169 4.044 -1.261
N -0.244 4.434 -1.561
O -0.525 5.222 -2.462
O -1.118 3.982 -0.807
H 1.782 3.993 -2.161
H 1.171 3.128 -0.670
H 1.553 4.852 -0.639
O 5.446 -0.189 -0.661
C 4.279 0.296 -0.799
O 3.510 0.858 0.131
C 3.859 0.976 1.521
C 2.927 1.855 2.325
C 3.705 0.307 -2.157
H 4.819 1.477 1.644
H 3.961 -0.016 1.961
H 1.923 1.455 2.466
H 2.836 2.841 1.870
H 3.301 1.917 3.347
H 2.640 0.097 -2.056
H 4.212 -0.389 -2.825
H 3.752 1.291 -2.623
O -5.288 3.409 -1.196
C -4.071 3.415 -1.351
O -3.279 2.410 -1.757
C -3.815 1.177 -2.007
C -2.693 0.201 -1.753
C -3.349 4.738 -1.163
H -4.361 1.150 -2.950
H -4.663 0.938 -1.365
H -1.731 0.568 -2.109
H -2.978 -0.783 -2.124
H -2.545 0.093 -0.678
H -2.484 4.837 -1.819
H -3.055 5.031 -0.155
H -4.069 5.446 -1.575
O 3.379 -2.744 0.429
C 2.485 -1.967 0.795
O 2.104 -1.728 2.029
C 2.607 -2.543 3.084
C 2.574 -1.695 4.325
C 1.750 -1.081 -0.153
H 3.634 -2.895 2.987
H 2.018 -3.456 3.166
H 2.936 -2.203 5.218
H 1.593 -1.311 4.605
H 3.334 -0.928 4.179
H 2.159 -1.175 -1.159
H 1.929 -0.062 0.189
H 0.721 -1.440 -0.189
O -0.680 -6.360 -1.586
C 0.334 -6.000 -1.015
O 0.430 -5.304 0.140
C -0.700 -4.856 0.826
C -0.119 -3.830 1.893
C 1.675 -6.071 -1.650
H -1.242 -5.651 1.338
H -1.324 -4.342 0.095
H -0.957 -3.508 2.510
H 0.244 -2.932 1.392
H 0.622 -4.283 2.551
H 1.983 -5.080 -1.984
H 1.679 -6.635 -2.583
H 2.401 -6.514 -0.968
O -5.210 -2.374 1.122
C -4.047 -1.999 0.883
O -2.994 -2.820 0.658
C -2.982 -4.160 1.073
C -2.552 -4.279 2.571
C -3.705 -0.579 0.501
H -2.189 -4.683 0.538
H -3.869 -4.702 0.745
H -1.886 -3.445 2.791
H -2.173 -5.267 2.832
H -3.510 -4.229 3.089
H -3.380 -0.542 -0.539
H -2.849 -0.168 1.036
H -4.592 0.055 0.514
O -0.727 2.074 -0.709
C 0.225 1.315 -0.518
O 0.307 0.404 0.470
C -0.862 0.033 1.128
C -0.789 -1.288 1.967
C 1.499 1.364 -1.345
H -1.701 0.006 0.433
H -1.008 0.844 1.842
H -0.098 -1.385 2.805
H -0.636 -2.239 1.456
H -1.755 -1.470 2.437
H 1.342 2.053 -2.175
H 1.651 0.329 -1.651
H 2.271 1.798 -0.710
O -1.003 2.567 2.458
C 0.105 2.879 2.228
O 1.161 2.798 3.090
C 0.906 2.307 4.409
C 1.317 0.819 4.558
C 0.484 3.589 0.925
H -0.042 2.632 4.837
H 1.626 2.872 5.000
H 0.517 0.142 4.259
H 1.477 0.606 5.615
H 2.199 0.579 3.965
H 0.675 4.649 1.092
H -0.222 3.380 0.122
H 1.389 3.143 0.512
O -0.785 -0.535 5.599
C -1.363 -1.187 4.724
O -2.366 -0.662 3.952
C -3.021 0.576 4.266
C -2.961 1.391 2.963
C -1.045 -2.639 4.355
H -2.595 1.095 5.125
H -4.060 0.334 4.490
H -1.971 1.444 2.509
H -3.364 2.403 3.005
H -3.485 0.870 2.162
H -1.953 -3.242 4.338
H -0.306 -3.089 5.019
H -0.564 -2.649 3.377
O 3.310 2.748 -2.324
C 2.662 2.487 -3.350
O 2.089 3.305 -4.160
C 2.157 4.722 -4.033
C 1.122 5.348 -4.980
C 2.637 1.061 -3.848
H 3.146 5.094 -4.299
H 1.974 4.906 -2.974
H 1.071 6.436 -4.937
H 0.175 4.855 -4.763
H 1.363 5.047 -5.999
H 3.519 0.588 -3.416
H 2.789 0.966 -4.923
H 1.766 0.549 -3.439
O 2.745 -0.871 -2.001
C 1.811 -1.263 -2.699
O 1.661 -2.536 -3.104
C 2.437 -3.612 -2.709
C 2.361 -4.783 -3.782
C 0.569 -0.360 -2.957
H 2.107 -3.883 -1.706
H 3.502 -3.396 -2.631
H 2.384 -4.510 -4.837
H 1.363 -5.184 -3.603
H 3.100 -5.569 -3.623
H 0.947 0.632 -3.205
H -0.118 -0.151 -2.137
H -0.008 -0.711 -3.812
*
```